A cluster of 2 separate species, C5H7Cl2F3 in total in a non-equilibrium geometry. Source: the Open Molecules 2025 dataset; level of theory: ωB97M-V/def2-TZVPD.

XYZ file:
```
17
Properties=species:S:1:pos:R:3
F -1.990 -0.956 -2.553
C 1.909 0.701 0.772
C 0.531 1.070 1.322
H 1.757 0.459 -0.272
F -0.467 -2.040 -3.426
H 0.570 1.534 2.315
Cl -0.581 -2.158 -0.887
H -2.346 -0.837 0.797
H -1.832 0.811 0.056
H -0.148 -0.846 2.122
H 2.600 1.551 0.843
F 0.057 2.085 0.496
H 2.356 -0.211 1.198
C -1.582 -0.074 0.717
Cl 0.341 0.163 -2.544
C -0.717 -1.184 -2.377
C -0.457 -0.068 1.420
```

Output
DFT total energy	-38494.5229	eV
net charge	0
orbital gap	10.1	eV
HOMO level	-9.6	eV
spin multiplicity	1

A structure of composition CH5N3S2 in a non-equilibrium geometry. Source: the Open Molecules 2025 dataset; level of theory: ωB97M-V/def2-TZVPD.

XYZ file:
```
11
Properties=species:S:1:pos:R:3
H 2.119 1.747 0.156
H -0.471 2.213 0.113
S -1.518 0.713 1.781
N -0.245 -1.196 0.431
C -0.484 0.038 0.680
S 1.364 1.272 -0.945
H -1.152 -1.344 -1.397
N -0.133 1.215 -0.052
H 0.582 -1.101 -1.420
H 0.181 -1.814 1.520
N -0.242 -1.743 -0.867
```

Output
DFT total energy	-27254.1542	eV
net charge	0
energy above the lowest of the compared OMol25 structures with the same formula, charge and spin	91.3	kcal/mol
orbital gap	8.1	eV
HOMO level	-8.1	eV
spin multiplicity	1

The molecule C2H5NO2S2 in a non-equilibrium geometry. Source: the Open Molecules 2025 dataset; level of theory: ωB97M-V/def2-TZVPD.

XYZ file:
```
12
Properties=species:S:1:pos:R:3
H -0.193 2.173 -0.475
S -1.102 0.366 0.408
N 0.105 1.236 -0.653
H 0.988 0.000 -2.470
C 1.168 -1.061 1.027
H -0.676 -1.693 0.149
O -2.243 -0.032 -0.334
C -0.108 -1.043 0.714
H 1.884 -1.841 0.886
O -1.284 1.270 1.459
H 1.470 -0.264 1.607
S -0.009 0.887 -2.317
```

Output
DFT total energy	-29407.7030	eV
net charge	0
energy above the lowest of the compared OMol25 structures with the same formula, charge and spin	65.1	kcal/mol
orbital gap	9.3	eV
HOMO level	-9.4	eV
spin multiplicity	1

A cluster of 4 separate species, CH8O5 in total in a non-equilibrium geometry. Source: the Open Molecules 2025 dataset; level of theory: ωB97M-V/def2-TZVPD.

XYZ file:
```
14
Properties=species:S:1:pos:R:3
O 1.544 0.927 0.179
H 1.355 0.060 -0.488
O -0.482 -0.748 3.926
O 0.835 -1.147 -0.878
H -1.309 -0.363 3.599
O -0.498 0.358 0.870
C 0.411 1.172 0.816
H -1.233 0.936 -3.307
H 0.344 2.177 1.234
H -0.208 -0.924 3.010
H 0.363 -1.651 -0.204
H 0.114 -0.698 -1.356
H -0.330 -0.130 -4.071
O -0.907 0.031 -3.330
```

Output
DFT total energy	-11404.0622	eV
net charge	0
energy above the lowest of the compared OMol25 structures with the same formula, charge and spin	20.5	kcal/mol
orbital gap	10.8	eV
HOMO level	-10.5	eV
spin multiplicity	1

A structure of composition C26H31ClIrN6O in a non-equilibrium geometry. Source: the Open Molecules 2025 dataset; level of theory: ωB97M-V/def2-TZVPD.

XYZ file:
```
66
Properties=species:S:1:pos:R:3
N -0.122 0.281 -2.679
C -0.447 -0.854 -3.306
C -0.548 -0.868 -4.693
C -1.112 -4.226 -0.759
H -0.460 0.302 -6.482
H 3.249 5.760 0.848
Ir -0.374 0.254 -0.410
H 0.394 -1.637 1.870
H -0.991 2.374 1.111
C -0.045 1.474 -4.729
C 3.116 0.514 -0.263
H -1.307 1.075 4.519
H -1.538 -5.312 -2.560
C -1.262 -4.358 -2.131
C -1.046 -3.266 -2.956
H -3.729 0.750 3.718
H -0.632 -2.925 0.851
C 2.002 4.098 0.432
C 3.201 4.701 0.629
C 3.881 -1.506 -0.742
H -1.646 -2.442 3.167
H 0.101 2.409 -5.250
H -0.090 1.575 3.360
C -0.764 -2.987 -0.227
C -0.569 -1.877 -1.041
C -3.106 -0.944 2.616
H -2.150 -1.390 4.470
C 4.393 3.942 0.545
C 2.512 -1.519 -0.717
H -3.166 -2.399 1.086
C 4.353 2.589 0.263
H -4.124 0.874 2.018
N 0.071 -0.679 1.973
H 0.039 -0.819 4.074
C -0.359 0.304 -5.404
O 0.775 2.180 -0.025
H -3.501 -0.885 0.490
C -0.983 0.953 3.483
N 4.241 -0.229 -0.458
C -0.689 -2.024 -2.431
C -0.636 -0.516 3.269
C 1.916 2.690 0.146
H -0.778 -1.782 -5.217
C -2.100 1.455 2.569
H 0.337 2.289 -2.776
H 1.844 -2.341 -0.909
C -1.882 -1.400 3.412
N 2.048 -0.272 -0.421
H -1.997 -1.264 0.871
H 5.348 4.428 0.698
H 5.293 2.056 0.212
H -3.992 -1.446 2.999
C -3.339 0.566 2.716
H -2.427 1.829 0.563
H -1.161 -3.397 -4.024
C 3.149 1.922 0.054
Cl -2.805 0.601 -1.362
H 0.918 -0.118 2.013
H 1.073 4.653 0.476
N -1.641 1.595 1.168
H 5.190 0.104 -0.421
N -2.959 -1.406 1.196
H -1.254 -5.079 -0.107
C 0.076 1.412 -3.357
H 4.596 -2.286 -0.946
H -2.389 2.449 2.918
```

Output
DFT total energy	-53799.5197	eV
net charge	+2
orbital gap (spin up / spin down)	7.4 / 5.5	eV
⟨S²⟩	8.80
HOMO level (spin up / spin down)	-12.5 / -13.7	eV
spin multiplicity	6

A structure of composition C35H30Cl2F9N3O7P3Ru in a non-equilibrium geometry. Source: the Open Molecules 2025 dataset; level of theory: ωB97M-V/def2-TZVPD.

XYZ file:
```
90
Properties=species:S:1:pos:R:3
C -0.466 2.335 1.286
H -4.227 -1.415 -4.983
C -0.533 -1.213 -4.102
P -2.878 -0.927 0.144
C 2.665 2.505 1.978
C 4.043 2.642 1.981
C -2.405 3.665 0.790
C -1.191 1.070 8.117
C 0.082 2.636 0.026
H 4.927 -0.605 2.431
C -0.845 1.046 6.638
P 0.085 -1.169 0.344
C 2.988 -5.417 -3.214
C 0.100 -2.657 -6.074
N -1.431 -0.555 -3.359
C 2.101 1.233 2.120
C -1.478 -2.105 0.156
C -0.628 3.449 -0.836
O 0.425 -0.341 -0.853
H 3.816 -6.108 -3.113
O -3.200 -0.427 1.602
F -3.140 3.952 -2.415
C -0.891 -1.988 -5.202
F 6.752 1.540 0.779
H -3.423 -0.092 -3.042
C 6.353 1.661 2.055
C -0.169 2.256 4.683
C -3.173 -1.382 -4.749
C -0.207 1.058 3.960
H 0.500 -1.117 -3.811
H 3.152 -5.191 -5.348
H 0.160 2.327 -5.381
C 1.325 -4.253 -2.256
O 1.220 -2.135 0.794
N 2.337 -5.089 -2.099
H -3.359 4.081 1.082
C -0.870 -0.144 5.926
F -1.881 5.675 -2.045
O -2.580 0.251 -0.713
H 1.078 2.286 -0.246
O -4.044 -1.873 -0.306
F -0.120 1.423 8.832
F -3.693 5.389 -0.891
O -0.163 -0.291 1.639
H -2.108 2.619 2.642
H 4.494 3.618 1.879
F -1.609 -0.122 8.541
P 0.347 1.113 2.286
C -2.661 4.773 -1.451
H 2.479 -0.871 2.473
C 4.285 0.254 2.291
H 0.749 -4.019 -1.368
H -0.201 3.754 -1.779
C 1.556 -4.016 -4.489
C 2.623 -4.908 -4.450
H 0.474 3.711 -4.264
C 4.843 1.516 2.124
C 0.058 2.715 -4.373
C -1.878 3.945 -0.453
N 0.900 -3.692 -3.370
H 0.110 3.190 4.210
Ru -0.911 0.827 -1.957
F -2.159 1.963 8.346
C -1.623 -3.246 1.155
H -3.814 -0.960 2.128
Cl 0.954 1.617 -3.253
H -2.560 -2.598 -6.408
H -2.596 -3.724 1.031
C 2.910 0.108 2.303
C -0.546 -0.143 4.579
H 2.043 3.385 1.870
H -0.073 -2.481 -7.130
H -0.478 3.162 6.599
C 1.125 -3.458 -5.779
H -1.971 -3.277 -1.350
H -1.136 -1.065 6.425
C -1.696 2.846 1.668
H 1.784 -2.532 0.109
F 6.744 2.853 2.501
H -0.845 -3.986 0.970
H -1.535 -2.907 2.188
C -0.495 2.245 6.026
H -4.846 -1.503 -0.703
F 6.961 0.716 2.771
H -0.552 -1.072 4.025
H 1.711 -3.807 -6.620
Cl -1.640 2.716 -3.880
O -1.351 -2.552 -1.184
C -2.737 -0.649 -3.667
C -2.241 -2.041 -5.537
```

Output
DFT total energy	-135518.0385	eV
net charge	+3
orbital gap	7.2	eV
HOMO level	-15.8	eV
spin multiplicity	1